1.
Molecular formula: C9H19BClN4O3
Method: DFT, the ωB97M-V functional and the def2-TZVPD basis

Geometry (Å):
Cl1 -0.8806 2.9903 1.8706
O1 2.6392 -1.3378 1.6676
O2 -2.2215 1.1964 0.5830
O3 0.7944 0.5520 -2.7235
N1 1.6988 0.8760 1.6031
N2 -2.2803 -1.5657 1.4937
N3 -2.8100 -3.3931 0.0892
N4 -1.4725 -1.6406 -0.7470
C1 0.1508 -1.2636 1.1200
C2 2.5134 1.6386 -3.9512
C3 1.4144 1.5754 -2.9249
C4 -1.0112 -1.0584 2.0899
C5 -1.2981 0.3533 2.6255
C6 1.1170 2.8391 -2.1583
C7 -2.1717 -2.2018 0.2583
C8 -1.5452 1.3832 1.5643
C9 -0.2249 -0.9576 -0.3244
B1 1.5380 -0.5564 1.5003
H1 2.6241 0.6681 -4.4282
H2 2.4375 -2.2736 1.6366
H3 -2.9114 -0.7792 1.3503
H4 0.8202 3.6313 -2.8464
H5 -2.4488 -4.2301 0.5064
H6 -0.8102 -1.6582 2.9710
H7 0.5482 -1.4201 -0.9291
H8 2.0030 3.1593 -1.6085
H9 2.2717 2.3834 -4.7103
H10 0.3445 -2.3427 1.1381
H11 0.3073 2.6616 -1.4528
H12 -0.1990 0.0926 -0.5708
H13 -2.2390 0.2818 3.1709
H14 -2.0470 -1.0627 -1.3633
H15 -0.5713 0.6626 3.3603
H16 -3.6962 -3.4379 -0.3863
H17 3.4553 1.9111 -3.4732
H18 2.6604 1.1543 1.4448
H19 1.5007 1.1690 2.5541

The charge is +1. The LUMO energy comes out at -5.3 eV. For the energy above the lowest of the compared OMol25 structures with the same formula, charge and spin, the calculation gives 0.0 kJ/mol. Its spin multiplicity is 1. The max |F| is 2.2 eV/A.

2.
Molecular formula: C5H13N3
Method: DFT, the ωB97M-V functional and the def2-TZVPD basis

Geometry (Å):
N1 -1.6098 1.2189 -0.4114
N2 1.3506 1.2022 0.1107
N3 1.6391 -0.5432 1.6679
C1 -2.3500 -1.0946 -0.1871
C2 1.3604 -1.1353 -0.6455
C3 1.3662 -0.2254 0.3477
C4 -1.8385 0.1430 0.5219
C5 1.9375 1.7391 -0.8612
H1 1.1284 -0.8488 -1.6545
H2 2.0611 0.1806 2.2245
H3 1.9934 -1.4734 1.8294
H4 -0.9972 0.8993 -1.1538
H5 1.8167 2.8050 -1.0057
H6 -3.1486 -0.8378 -0.8822
H7 -2.5623 0.4930 1.2668
H8 -0.8255 -0.1358 1.0341
H9 1.4467 -2.1883 -0.4408
H10 -1.5172 -1.5443 -0.7437
H11 -1.0951 1.9694 0.0433
H12 -2.7087 -1.8229 0.5288
H13 2.5526 1.1993 -1.5893

As for the SMILES: C=NC(=C)N.CCN. The LUMO energy comes out at 0.7 eV. For the energy above the lowest of the compared OMol25 structures with the same formula, charge and spin, the calculation gives 171.8 kJ/mol. Its spin multiplicity is 1. The max |F| is 2.6 eV/A.

3.
Molecular formula: C8H14NO2
Method: DFT, the ωB97M-V functional and the def2-TZVPD basis

Geometry (Å):
O1 -0.4739 -1.7771 0.9819
O2 -2.1871 1.0250 1.2649
N1 0.0528 -0.2058 -1.4571
C1 1.4440 1.7886 -0.4826
C2 -1.7540 0.0277 1.6965
C3 0.7664 0.8529 -0.8076
C4 -1.1878 0.3545 -2.0753
C5 2.2430 2.8795 0.0827
C6 -1.1005 -1.0556 2.0266
C7 -1.0676 -1.7639 3.3718
C8 0.9108 -0.9287 -2.3601
H1 2.3292 2.8407 1.1183
H2 -1.2703 -1.0188 4.0608
H3 3.2173 3.0843 -0.3657
H4 0.2143 -1.5274 -3.1584
H5 -0.3872 -0.7074 -0.6289
H6 -1.8814 -2.4754 3.4705
H7 -1.9334 -0.2990 -2.4358
H8 1.5261 -0.2781 -3.0835
H9 -0.9451 0.9145 -2.9733
H10 -0.1855 -2.6710 1.3065
H11 1.6689 -1.6084 -1.8212
H12 1.6048 3.6942 -0.1282
H13 -0.0354 -2.2234 3.6738
H14 -1.5682 1.0779 -1.2766

The charge is +1. The LUMO energy comes out at -3.0 eV. For the energy above the lowest of the compared OMol25 structures with the same formula, charge and spin, the calculation gives 465.7 kJ/mol. Its spin multiplicity is 1. The max |F| is 4.9 eV/A.

4.
Molecular formula: C5H5NO
Method: DFT, the ωB97M-V functional and the def2-TZVPD basis

Geometry (Å):
O1 -2.1278 -1.1569 1.2498
N1 0.6507 -1.5973 -2.2432
C1 0.9414 0.7356 0.4484
C2 0.4457 -0.6395 -1.6281
C3 -0.5261 0.4252 0.4924
C4 0.1995 0.5506 -0.8416
C5 -0.9927 -0.9299 0.9107
H1 1.6330 -0.0538 0.7326
H2 -1.2242 1.2245 0.7205
H3 -0.0394 1.4310 -1.4305
H4 -0.2219 -1.7302 0.8858
H5 1.2618 1.7407 0.7033

As for the SMILES: N#C[C@@H]1C[C@@H]1C=O. The LUMO energy comes out at 0.7 eV. For the energy above the lowest of the compared OMol25 structures with the same formula, charge and spin, the calculation gives 130.1 kJ/mol. Its spin multiplicity is 1. The max |F| is 1.0 eV/A.

| no. | HOMO level (hartree) |
| --- | --- |
| 1 | -0.4499 |
| 2 | -0.3095 |
| 3 | -0.4321 |
| 4 | -0.3805 |